(1)
Entry from the Open Molecules 2025 dataset: C28H29AsN2OS5SbW as an isolated structure at a distorted geometry (ωB97M-V/def2-TZVPD).

```
68
Properties=species:S:1:pos:R:3:forces:R:3:nbo_charge:R:1
W -1.522041 -0.932026 -0.464787 1.6 -0.6 -1.1 0.497
S -3.164956 0.735476 -1.111002 0.3 -0.4 -0.8 -0.339
As -2.752357 -1.006571 -2.598055 -2.5 0.2 -0.9 0.739
S -3.263614 -2.523497 -0.905262 0.4 0.4 -0.7 -0.302
S -0.008072 0.751366 -1.077671 0.0 -0.6 -0.6 -0.355
S -4.027444 -1.069911 -4.244819 0.4 0.0 0.3 -0.104
C -5.210061 2.149740 1.696127 0.1 0.0 0.1 -0.622
C -4.114314 2.424779 2.721934 -0.2 0.0 -0.1 -0.208
N -4.260806 1.637724 3.942864 0.2 -0.1 0.0 -0.414
C -5.369753 1.966030 4.843772 -0.2 -0.2 0.1 -0.219
C -6.501724 0.944171 4.789085 0.1 0.1 0.0 -0.619
C -3.421340 0.659560 4.339566 -0.3 0.1 -0.1 0.652
O -3.523444 0.053123 5.391849 0.1 0.0 0.0 -0.593
C -2.266797 0.281999 3.437308 0.1 0.1 0.5 -0.138
C -0.977730 0.411203 3.956980 -0.1 -0.2 -0.3 -0.021
C 0.086188 -0.128450 3.247651 0.0 0.2 0.4 -0.248
C -0.138854 -0.705652 2.028702 -0.4 -0.3 -0.4 0.125
N -1.388455 -0.769429 1.466797 0.4 0.5 4.3 -0.578
C -2.442780 -0.327966 2.226560 0.2 -0.3 -0.7 0.100
H -5.011531 2.709775 0.782003 0.0 0.0 0.0 0.229
H -6.184595 2.456620 2.074835 0.0 0.0 0.0 0.220
H -5.255519 1.087549 1.449400 0.0 0.0 0.0 0.206
H -4.130847 3.482356 2.996887 0.1 0.0 0.0 0.209
H -3.137793 2.227430 2.285336 0.1 0.0 0.0 0.200
H -5.728740 2.957262 4.569732 0.1 0.0 0.0 0.203
H -4.974228 2.000985 5.859174 0.0 0.1 0.0 0.227
H -6.902997 0.851773 3.779809 0.0 0.0 0.0 0.204
H -7.307538 1.250980 5.455235 0.0 0.0 0.0 0.227
H -6.136573 -0.027310 5.116996 0.0 0.0 0.0 0.229
H -0.834845 0.886186 4.918507 0.0 0.0 0.0 0.255
H 1.088045 -0.120643 3.652493 0.0 0.0 -0.1 0.256
H 0.650568 -1.164324 1.450556 0.0 0.1 -0.1 0.251
H -3.424532 -0.521645 1.812793 0.0 0.2 -0.1 0.251
S 0.118324 -2.402134 -1.066494 -0.5 0.4 0.1 -0.403
Sb 1.914262 -0.604244 -1.929624 0.5 0.2 0.3 1.615
C 2.869486 1.377637 -1.941405 -0.1 -0.8 -0.4 -0.267
C 3.019235 1.956615 -0.684658 0.0 0.1 0.0 -0.270
C 3.499038 3.251608 -0.566836 0.0 0.0 0.1 -0.203
C 3.822884 3.980028 -1.703547 0.0 0.0 0.0 -0.197
C 3.664353 3.407906 -2.954508 0.0 0.0 -0.1 -0.183
C 3.185288 2.107838 -3.077235 0.1 0.1 0.1 -0.266
C 1.911802 -1.526760 -3.896140 0.0 0.5 0.6 -0.357
C 2.522634 -0.872746 -4.959953 0.0 0.0 0.0 -0.213
C 2.618683 -1.507566 -6.189723 0.0 0.1 -0.1 -0.197
C 2.115291 -2.787683 -6.356860 0.0 -0.1 0.0 -0.177
C 1.514245 -3.437862 -5.289431 0.0 0.0 0.0 -0.213
C 1.410809 -2.811415 -4.054575 0.0 -0.1 -0.1 -0.168
C 3.380142 -1.647606 -0.721097 -0.4 0.4 -0.4 -0.268
C 4.501795 -0.956178 -0.279776 0.0 -0.1 0.0 -0.268
C 5.457081 -1.616622 0.482566 0.0 0.1 0.0 -0.191
C 5.295728 -2.958258 0.791656 0.0 0.0 0.0 -0.188
C 4.195719 -3.654005 0.311165 -0.1 0.0 -0.1 -0.201
C 3.234805 -3.001376 -0.448958 0.1 0.0 0.1 -0.256
H 2.758859 1.401828 0.211273 0.0 0.0 0.0 0.211
H 3.617523 3.692038 0.414936 0.0 0.0 0.0 0.222
H 4.192404 4.992724 -1.613506 0.0 0.0 0.0 0.227
H 3.912054 3.969233 -3.846258 0.0 0.0 0.0 0.224
H 3.057922 1.692738 -4.065952 0.0 0.2 0.1 0.205
H 2.936901 0.116989 -4.844686 0.0 -0.1 -0.1 0.211
H 3.092751 -0.995414 -7.016766 0.0 0.0 0.0 0.228
H 2.196114 -3.282961 -7.315320 0.0 0.0 0.0 0.229
H 1.120951 -4.438754 -5.408629 0.0 0.0 0.0 0.228
H 0.940627 -3.340642 -3.240818 0.0 0.0 0.0 0.227
H 4.646044 0.083783 -0.539312 0.0 0.0 0.0 0.231
H 6.331923 -1.076998 0.821590 0.0 0.0 0.0 0.225
H 6.033524 -3.467235 1.398007 0.0 0.0 0.0 0.227
H 4.078101 -4.709755 0.518023 0.0 0.0 0.0 0.227
H 2.392206 -3.563438 -0.828528 0.0 0.0 0.0 0.228
```
Forces are in eV/Å.

Summary:
Frontier orbital gap (alpha / beta): 5.49 / 4.83 eV
Largest force on an atom: 0.084 Eh/bohr
Total charge: +1
E_tot: -157905.2248 eV
2S+1: 3
E_HOMO (alpha / beta): -10.49 / -10.76 eV

(2)
Entry from the Open Molecules 2025 dataset: a 4-piece molecular cluster, C7H14 overall (ωB97M-V/def2-TZVPD).

```
21
Properties=species:S:1:pos:R:3:forces:R:3:nbo_charge:R:1
C 0.985066 -1.449581 -1.064591 -0.1 0.1 0.1 -0.506
C 1.662747 -0.372786 -0.524070 -0.2 -0.1 0.0 -0.174
C 2.168473 0.768979 -1.372011 0.0 0.0 0.0 -0.640
C 0.054606 0.981730 0.575885 0.0 -0.2 -0.1 -0.388
C -1.161767 0.349074 0.648374 0.2 -0.1 -0.1 -0.143
C -2.259439 0.140208 1.623641 0.0 -0.1 0.2 -0.417
C -2.551097 0.605458 0.200253 -0.1 0.0 -0.2 -0.423
H -0.452674 -1.488030 -0.453664 0.2 0.1 -0.1 0.091
H 0.639643 -1.391042 -2.097393 0.1 -0.1 0.1 0.211
H 1.131525 -2.450866 -0.668578 0.0 0.1 0.0 0.224
H 2.221452 -0.552417 0.394213 -0.1 0.0 -0.1 0.201
H 3.142070 0.517097 -1.811504 -0.1 0.0 0.1 0.214
H 1.477975 0.983175 -2.195411 0.1 0.0 0.1 0.209
H 2.304677 1.688561 -0.792230 0.0 -0.1 -0.1 0.209
H 0.709089 1.034982 1.442326 -0.1 0.0 -0.1 0.207
H 0.233478 1.694126 -0.220909 0.0 -0.1 0.1 0.203
H -0.951042 -0.986006 0.058307 0.0 0.2 0.1 0.067
H -2.566139 -0.866468 1.897171 0.1 0.1 -0.1 0.215
H -2.359784 0.869590 2.423941 0.0 -0.1 -0.1 0.215
H -2.873498 1.629620 0.031056 0.1 -0.1 0.1 0.213
H -3.011301 -0.124366 -0.461496 0.0 0.1 0.1 0.213
```
Forces are in eV/Å.

Summary:
Frontier orbital gap: 9.67 eV
Largest force on an atom: 0.005 Eh/bohr
Total charge: 0
E_tot: -7480.6798 eV
E_HOMO: -8.53 eV

(3)
Entry from the Open Molecules 2025 dataset: C40H42ClOP2Pm as an isolated structure at a distorted geometry (ωB97M-V/def2-TZVPD).

```
87
Properties=species:S:1:pos:R:3:forces:R:3:mulliken_charge:R:1
Pm -0.030558 0.368441 0.011518 -0.3 1.0 -0.8 0.915
Cl -1.027146 0.996592 -2.245427 0.5 0.0 1.0 -0.439
P 2.429925 0.022071 -1.480989 0.7 -0.1 -0.7 1.077
P -2.689313 0.740971 1.054554 -0.8 0.3 0.1 0.975
C 3.731854 -0.799767 -0.511982 0.5 -0.4 0.3 0.495
C 3.124149 1.629977 -1.975494 0.1 0.5 -0.1 0.227
C 2.166556 -0.975962 -2.978618 -0.2 -0.2 -0.3 0.577
C -3.966838 -0.441175 0.533287 -0.2 -0.4 -0.3 -0.037
C -2.674849 0.692576 2.866562 0.1 0.1 0.7 0.298
C -3.168240 2.428480 0.544968 -0.1 0.1 -0.1 0.540
C 4.156156 -2.110034 -0.790473 -0.1 0.2 0.1 -0.566
C 5.000991 -2.785197 0.095495 0.0 0.2 0.1 -0.595
C 5.438867 -2.157563 1.264726 -0.2 0.1 -0.2 -0.519
C 5.058090 -0.836305 1.529491 0.1 0.0 -0.2 -0.823
C 4.235708 -0.154395 0.633152 -0.3 -0.2 0.0 -0.577
H 3.841240 -2.590393 -1.717417 0.0 0.0 0.3 0.523
H 5.321792 -3.802363 -0.134564 -0.1 0.3 0.1 0.450
H 6.089032 -2.686769 1.958141 -0.1 0.1 -0.1 0.424
H 5.418617 -0.333060 2.428365 -0.1 -0.1 -0.3 0.441
H 3.984420 0.895075 0.812711 0.1 -0.3 0.0 0.546
C 1.382511 -2.144235 -2.884633 0.2 0.3 -0.4 -0.120
C 1.138855 -2.915246 -4.022387 0.1 0.0 0.0 -0.779
C 1.652300 -2.519885 -5.265954 0.1 0.2 0.3 -0.608
C 2.412003 -1.346069 -5.363179 -0.1 -0.2 0.1 -0.683
C 2.666711 -0.572675 -4.225828 -0.1 -0.3 0.2 -0.555
H 0.963846 -2.451770 -1.922190 0.1 0.0 -0.2 0.205
H 0.553654 -3.834100 -3.939253 0.2 0.3 -0.1 0.443
H 1.459725 -3.127917 -6.153884 0.1 0.2 0.3 0.408
H 2.813659 -1.035226 -6.330117 -0.1 -0.1 0.3 0.422
H 3.266208 0.335513 -4.297125 -0.2 -0.2 -0.1 0.437
C 4.508486 1.852129 -2.060264 -0.1 0.1 0.0 -0.162
C 4.997607 3.136679 -2.322476 -0.2 -0.1 0.0 -0.705
C 4.111458 4.208379 -2.483320 -0.2 -0.3 0.1 -0.555
C 2.729417 3.988935 -2.419521 0.2 -0.1 -0.1 -0.755
C 2.235579 2.702713 -2.199578 0.2 -0.1 0.3 -0.401
H 5.203541 1.019869 -1.916633 -0.2 0.3 0.0 0.498
H 6.074527 3.298691 -2.396845 -0.3 0.0 0.0 0.422
H 4.493435 5.212645 -2.659792 -0.1 -0.3 0.0 0.406
H 2.036195 4.821360 -2.545062 0.2 -0.2 0.0 0.453
H 1.155033 2.519266 -2.202901 0.4 0.2 0.0 0.263
C -2.761746 1.865481 3.636433 0.1 -0.4 0.0 -0.465
C -2.570509 1.818554 5.021503 0.0 -0.3 0.0 -0.666
C -2.298732 0.598879 5.650927 0.0 0.1 -0.4 -0.586
C -2.231284 -0.579958 4.894057 -0.1 0.2 -0.1 -0.639
C -2.426731 -0.534508 3.512614 0.1 0.3 0.1 -0.400
H -2.987736 2.808381 3.146949 0.1 -0.1 0.1 0.429
H -2.642483 2.734464 5.609474 0.0 -0.3 -0.2 0.439
H -2.153520 0.561013 6.728555 0.0 0.0 -0.2 0.427
H -2.044442 -1.535185 5.387578 -0.1 0.3 -0.1 0.461
H -2.402304 -1.454314 2.927391 0.0 0.1 0.1 0.463
C -3.796390 -1.112687 -0.698653 -0.2 0.0 0.5 0.083
C -4.688941 -2.115923 -1.076919 0.0 0.1 -0.1 -0.694
C -5.775523 -2.438964 -0.259132 0.2 0.3 0.2 -0.567
C -5.965599 -1.756166 0.946857 0.1 0.1 -0.1 -0.719
C -5.062424 -0.765517 1.349273 0.1 -0.1 -0.2 -0.169
H -2.971045 -0.832048 -1.351493 -0.1 -0.1 0.0 0.045
H -4.535203 -2.645344 -2.020733 -0.1 0.2 0.3 0.439
H -6.469412 -3.220664 -0.562143 0.1 0.2 0.1 0.415
H -6.819639 -1.993286 1.583694 0.3 0.1 -0.2 0.429
H -5.203630 -0.248416 2.297548 0.0 -0.1 -0.2 0.495
C -4.480923 2.720858 0.141559 0.3 -0.1 0.2 -0.371
C -4.797681 4.000672 -0.315887 0.2 0.2 0.0 -0.624
C -3.802636 4.983398 -0.418196 0.1 -0.5 0.2 -0.567
C -2.485498 4.682732 -0.036321 -0.2 0.1 0.1 -0.794
C -2.172469 3.424351 0.469867 -0.4 -0.3 -0.2 -0.225
H -5.246157 1.938956 0.196559 0.3 0.4 -0.1 0.382
H -5.824285 4.234487 -0.601923 0.3 -0.1 0.1 0.417
H -4.048709 5.977642 -0.791783 0.1 -0.3 0.1 0.419
H -1.707784 5.440680 -0.123723 -0.2 -0.2 0.1 0.426
H -1.143740 3.218307 0.812260 -0.3 0.1 -0.1 0.351
H -2.130931 -1.127804 -3.927251 0.0 0.3 -0.1 0.134
H -1.988806 -0.394518 -3.810876 -0.2 -0.8 -0.3 -0.147
C 1.102192 -3.763067 0.810140 -0.1 -0.1 -0.1 -1.295
C -0.075586 -2.841416 1.023038 -0.1 -0.3 0.4 -0.424
O 0.328598 -1.478268 1.304708 0.2 -0.1 0.2 0.407
C 1.169282 -1.343731 2.490737 0.3 -0.1 -0.2 -0.086
C 1.262201 0.119887 2.882092 0.0 0.2 -0.1 -1.474
H 1.790936 -3.404065 0.041533 -0.1 0.1 0.1 0.224
H 0.700420 -4.720405 0.483315 0.1 -0.1 0.0 0.492
H 1.660871 -3.934638 1.727965 0.0 0.0 0.0 0.399
H -0.722495 -2.773122 0.144815 0.0 -0.1 0.0 0.483
H -0.680563 -3.156737 1.886914 0.0 0.0 -0.3 0.336
H 0.706749 -1.937053 3.290293 0.1 0.2 -0.1 0.492
H 2.158633 -1.764572 2.233358 -0.4 0.3 0.2 0.181
H 0.285273 0.555969 3.149167 0.1 -0.2 -0.1 0.259
H 1.867348 0.173225 3.791239 0.0 0.1 -0.2 0.521
H 1.787852 0.764182 2.135558 -0.1 -0.4 0.3 0.300
```
Forces are in eV/Å.

Summary:
Frontier orbital gap (alpha / beta): 7.12 / 7.38 eV
Largest force on an atom: 0.025 Eh/bohr
Total charge: +2
E_tot: -91851.3343 eV
2S+1: 5
E_HOMO (alpha / beta): -13.51 / -13.48 eV

(4)
Entry from the Open Molecules 2025 dataset: one molecule with the formula C2H6N2 at a distorted geometry (ωB97M-V/def2-TZVPD).

```
10
Properties=species:S:1:pos:R:3:forces:R:3:nbo_charge:R:1
C -0.917030 -0.378636 0.872932 1.3 -0.2 4.2 -0.417
N -0.135747 0.454110 -0.010380 -2.0 -0.8 1.9 -0.604
C 1.095346 0.150154 -0.381272 1.4 0.3 -3.0 0.285
N 1.606399 0.505074 -1.518626 -1.3 -0.5 -0.2 -0.713
H -1.327675 0.211006 1.791808 0.4 -0.8 -1.8 0.194
H -1.697258 -0.889189 0.396369 -1.3 -0.5 -0.9 0.196
H -0.332207 -1.233614 1.413919 -0.5 1.6 -1.3 0.206
H -0.721079 0.880154 -0.680230 -0.3 0.8 -0.9 0.379
H 1.631213 -0.502691 0.273256 0.6 0.1 0.7 0.168
H 0.798038 0.803633 -2.157776 1.5 0.1 1.1 0.306
```
Forces are in eV/Å.

Summary:
Frontier orbital gap: 9.91 eV
Largest force on an atom: 0.086 Eh/bohr
SMILES string: [H]/N=C\NC
Total charge: 0
E_tot: -5150.4126 eV
E_HOMO: -8.95 eV

(5)
Entry from the Open Molecules 2025 dataset: C8H20O3SSi as an isolated structure at a distorted geometry (ωB97M-V/def2-TZVPD).

```
33
Properties=species:S:1:pos:R:3:forces:R:3:nbo_charge:R:1
C 0.947614 0.763374 -2.336672 -0.2 1.9 -1.8 -0.615
C -1.752696 1.270796 -0.356100 -1.0 1.9 0.8 -0.679
C -2.131206 -3.195294 -0.920709 0.0 -3.5 -3.4 -0.280
C 2.429292 -0.660863 0.906949 -0.3 -0.1 0.3 -1.163
C 1.594559 2.428957 0.766761 1.4 0.8 -1.2 -1.193
C 0.265309 0.896383 2.843930 2.4 0.5 1.3 -1.166
C -0.079098 -0.164982 -1.688724 -0.7 0.4 -3.6 -0.467
C -0.641037 0.343597 -0.405238 1.6 -2.7 1.0 -0.516
O -0.193949 -2.073109 0.611685 -1.2 1.5 -0.9 -0.990
O -2.279384 -1.039230 1.323363 0.9 0.9 -1.2 -0.946
O -2.094527 -1.809721 -0.967661 -0.5 1.0 -0.3 -0.716
Si 1.119245 0.678554 1.169774 -1.8 0.8 -1.7 1.741
S -1.300853 -1.148452 0.240587 0.5 -2.8 4.1 2.334
H 1.777670 1.077263 -1.679196 -0.2 -0.6 -0.3 0.204
H 1.308725 0.387855 -3.339763 0.0 -0.1 1.3 0.224
H 0.518441 1.772794 -2.695931 0.1 -1.4 0.9 0.205
H -2.758072 1.080644 -0.760892 0.6 -0.6 -0.3 0.234
H -1.469567 2.256006 -0.622424 0.4 1.1 -0.8 0.219
H -1.848137 1.368003 0.698186 -1.0 0.4 1.1 0.236
H -2.025944 -3.596265 -2.072439 0.4 1.0 2.8 0.175
H -3.047393 -3.753346 -0.660392 -0.3 1.3 0.5 0.193
H -1.352007 -3.546882 -0.255129 0.2 -0.4 -0.4 0.226
H 3.401679 -0.372591 0.463596 -0.7 0.3 0.2 0.252
H 2.623039 -0.920991 1.969842 0.1 -0.5 -0.6 0.245
H 1.999250 -1.519723 0.334848 0.4 0.7 0.8 0.290
H 2.413418 2.529178 0.001664 -0.5 -0.3 0.7 0.239
H 0.751938 2.917194 0.243587 0.1 0.0 0.7 0.251
H 1.949253 3.003301 1.658801 -0.6 -0.4 -0.7 0.249
H 0.984326 0.250280 3.501787 -1.3 1.4 -0.5 0.243
H 0.078229 1.994230 3.282200 0.7 -2.6 -1.2 0.262
H -0.619053 0.336487 2.810931 -1.6 -0.7 0.3 0.261
H 0.356807 -1.138582 -1.561934 0.5 -0.4 0.3 0.232
H -0.925873 -0.414866 -2.505288 1.6 0.9 1.8 0.215
```
Forces are in eV/Å.

Summary:
Frontier orbital gap: 10.26 eV
Largest force on an atom: 0.097 Eh/bohr
Total charge: 0
E_tot: -33473.1253 eV
E_HOMO: -9.54 eV

(6)
Entry from the Open Molecules 2025 dataset: one molecule with the formula FHNP at a distorted geometry (ωB97M-V/def2-TZVPD).

```
4
Properties=species:S:1:pos:R:3:forces:R:3:nbo_charge:R:1
N -1.859628 0.495363 -0.047090 -1.2 1.7 -0.6 -0.234
F -3.157164 0.056948 0.024020 -0.1 0.2 0.6 -0.215
P -0.861537 -0.848651 -0.010782 3.3 -0.9 0.3 0.482
H 0.406826 -0.111198 0.508415 -2.0 -0.9 -0.3 -0.033
```
Forces are in eV/Å.

Summary:
Frontier orbital gap (alpha / beta): 9.21 / 7.53 eV
Largest force on an atom: 0.067 Eh/bohr
Total charge: 0
E_tot: -13506.8933 eV
2S+1: 3
E_HOMO (alpha / beta): -8.22 / -10.50 eV